Computed, not measured: a molecular structure, C43H54N7O3STeW, with ωB97M-V/def2-TZVPD.

2S+1: 2
frontier orbital gap (spin up / spin down): 5.2 / 5.2 eV
energy relative to the best compared isomer or geometry (same formula, charge and spin): 0.498 eV
E_LUMO (spin up / spin down): -6.10 / -6.12 eV
total charge: +2

The geometry in XYZ format:
```
110
C43H54N7O3STeW, DFT ωB97M-V/def2-TZVPD
W -0.437 -0.010 -0.278
C 1.628 -2.074 -1.314
C 0.692 -2.020 -2.501
N -0.299 -0.887 -2.378
C -1.653 -1.355 -2.785
C -2.203 -2.171 -1.640
C -3.011 -3.288 -1.714
C -3.474 -3.842 -0.524
C -3.164 -3.260 0.698
C -2.364 -2.134 0.702
C -2.055 -1.281 1.915
N -0.650 -0.748 1.828
C 0.323 -1.848 2.206
C 1.417 -1.964 1.175
N 0.746 -1.956 -0.138
N -1.861 -1.673 -0.449
H 2.320 -1.240 -1.297
H 2.203 -3.002 -1.301
H 0.105 -2.937 -2.566
H 1.245 -1.925 -3.436
H -0.014 -0.129 -2.987
H -1.647 -1.911 -3.723
H -2.279 -0.470 -2.913
H -3.283 -3.708 -2.673
H -4.101 -4.723 -0.553
H -3.564 -3.652 1.623
H -2.207 -1.832 2.843
H -2.742 -0.434 1.910
H -0.551 0.012 2.497
H -0.258 -2.770 2.263
H 0.731 -1.661 3.197
H 2.010 -2.870 1.329
H 2.110 -1.122 1.193
H 0.103 -2.743 -0.167
C -6.744 3.163 -5.154
C -6.052 2.600 -3.949
C -6.140 3.223 -2.709
C -5.524 2.684 -1.589
C -4.790 1.513 -1.710
C -4.721 0.853 -2.934
C -5.336 1.402 -4.040
S -4.081 0.792 -0.274
O -4.296 -0.626 -0.350
O -4.540 1.525 0.868
N -2.425 0.999 -0.349
C -1.933 2.248 0.017
C -2.495 3.523 0.007
C -1.686 4.576 0.373
C -0.349 4.369 0.726
C 0.148 3.094 0.689
N -0.650 2.058 0.351
H -7.096 4.177 -4.974
H -7.609 2.549 -5.414
H -6.082 3.175 -6.019
H -6.715 4.136 -2.612
H -5.653 3.151 -0.622
H -4.231 -0.109 -3.007
H -5.289 0.887 -4.992
H -3.519 3.683 -0.272
H -2.093 5.579 0.381
H 0.292 5.186 1.023
H 1.168 2.862 0.950
C 1.594 2.363 -2.387
C 1.980 1.703 -1.085
O 2.907 2.063 -0.409
N 1.184 0.599 -0.745
Te 4.595 -0.101 0.927
C 5.582 -1.783 1.764
C 5.253 -2.260 3.036
C 4.106 -1.728 3.852
C 6.003 -3.297 3.586
C 7.050 -3.893 2.901
C 7.859 -4.998 3.516
C 7.327 -3.435 1.618
C 6.621 -2.391 1.034
C 7.004 -1.991 -0.367
C 4.734 1.218 2.583
C 6.006 1.658 2.972
C 7.296 1.221 2.329
C 6.113 2.565 4.027
C 5.010 3.052 4.703
C 5.152 4.026 5.837
C 3.757 2.598 4.305
C 3.599 1.694 3.265
C 2.184 1.249 2.982
H 2.245 1.980 -3.177
H 1.782 3.432 -2.302
H 0.555 2.192 -2.665
H 3.367 -1.233 3.220
H 4.429 -0.992 4.593
H 3.622 -2.547 4.389
H 5.752 -3.648 4.582
H 7.470 -5.277 4.494
H 8.899 -4.693 3.643
H 7.857 -5.885 2.882
H 8.135 -3.893 1.056
H 8.058 -2.196 -0.548
H 6.834 -0.935 -0.567
H 6.437 -2.565 -1.105
H 7.206 0.310 1.746
H 8.051 1.051 3.096
H 7.672 2.005 1.667
H 7.103 2.897 4.323
H 6.181 4.365 5.941
H 4.853 3.569 6.782
H 4.520 4.902 5.684
H 2.875 2.960 4.825
H 1.490 2.074 3.157
H 1.901 0.441 3.667
H 2.073 0.903 1.956
```

Here are the Löwdin charges for atoms 1 to 4, given in e: W 1.75; C -0.17; C -0.12; N -0.12



Computed, not measured: a molecular structure, C43H55AsBF4NO6ReS2Si4, with ωB97M-V/def2-TZVPD.

2S+1: 4
frontier orbital gap (spin up / spin down): 6.8 / 6.3 eV
energy relative to the best compared isomer or geometry (same formula, charge and spin): 1.433 eV
E_LUMO (spin up / spin down): -0.51 / -1.13 eV
total charge: 0

The geometry in XYZ format:
```
118
C43H55AsBF4NO6ReS2Si4, DFT ωB97M-V/def2-TZVPD
Re -0.253 -0.304 1.093
C -2.481 6.129 2.621
O -1.344 5.921 3.441
C -0.700 4.748 3.330
C 0.372 4.543 4.226
C 1.060 3.370 4.196
C 0.739 2.329 3.291
C 1.445 1.092 3.301
C 2.674 0.966 4.161
O 1.148 0.063 2.637
C -0.319 2.555 2.366
O -0.655 1.697 1.450
C -1.017 3.775 2.412
H -2.878 7.100 2.904
H -3.239 5.361 2.796
H -2.213 6.141 1.561
H 0.610 5.322 4.934
H 1.872 3.232 4.893
H 2.388 0.944 5.213
H 3.334 1.815 3.995
H 3.190 0.044 3.913
H -1.818 3.898 1.698
F -0.300 -0.747 -4.100
B -0.902 -0.647 -2.858
F -1.599 0.580 -2.766
F -1.747 -1.710 -2.591
F 0.143 -0.626 -1.860
O -1.912 -0.154 -0.068
As -2.648 1.328 -0.296
C -4.093 1.050 -1.541
C -4.294 1.859 -2.650
C -5.330 1.578 -3.525
C -6.158 0.489 -3.298
C -5.953 -0.322 -2.191
C -4.919 -0.042 -1.313
C -3.693 1.703 1.302
C -4.801 2.541 1.205
C -5.620 2.742 2.303
C -5.355 2.085 3.495
C -4.271 1.226 3.591
C -3.444 1.036 2.493
C -1.624 2.849 -0.938
C -0.311 2.679 -1.352
C 0.384 3.745 -1.897
C -0.215 4.995 -1.986
C -1.509 5.175 -1.523
C -2.221 4.099 -1.011
H -3.622 2.685 -2.845
H -5.485 2.203 -4.394
H -6.954 0.259 -3.994
H -6.595 -1.175 -2.017
H -4.731 -0.684 -0.458
H -5.029 3.026 0.261
H -6.473 3.404 2.227
H -6.003 2.229 4.349
H -4.071 0.686 4.504
H -2.613 0.350 2.589
H 0.161 1.707 -1.269
H 1.391 3.589 -2.259
H 0.333 5.828 -2.404
H -1.982 6.147 -1.573
H -3.240 4.239 -0.665
C 1.768 -2.435 4.085
Si 2.225 -3.075 2.364
C 1.329 -4.739 2.125
C 4.110 -3.348 2.355
Si 1.715 -1.455 0.280
Si 1.797 -3.327 -1.481
C 0.176 -4.282 -1.640
C 3.174 -4.513 -0.906
C 2.254 -2.535 -3.140
Si 3.281 0.102 -0.678
C 4.929 -0.838 -0.829
C 2.970 0.930 -2.363
C 3.555 1.491 0.604
H 1.462 -3.242 4.751
H 0.920 -1.761 4.019
H 2.592 -1.904 4.561
H 0.615 -4.890 2.936
H 2.039 -5.567 2.146
H 0.776 -4.784 1.191
H 4.383 -4.100 3.100
H 4.638 -2.429 2.611
H 4.480 -3.692 1.391
H -0.096 -4.788 -0.714
H 0.222 -5.026 -2.437
H -0.630 -3.586 -1.872
H 2.901 -5.000 0.029
H 4.117 -3.985 -0.766
H 3.340 -5.293 -1.651
H 1.963 -1.487 -3.148
H 1.700 -2.999 -3.956
H 3.319 -2.603 -3.368
H 4.940 -1.464 -1.721
H 5.110 -1.483 0.032
H 5.765 -0.142 -0.905
H 3.468 0.381 -3.161
H 3.346 1.954 -2.384
H 1.908 0.956 -2.613
H 3.998 1.087 1.516
H 2.607 1.960 0.882
H 4.217 2.276 0.236
O -1.150 -2.741 5.615
S -2.205 -2.394 4.707
O -3.209 -1.491 5.190
N -1.548 -1.863 3.269
C -1.764 -2.744 2.329
S -1.100 -2.600 0.777
C -2.594 -3.907 2.685
C -3.025 -4.937 1.863
C -3.808 -5.934 2.427
C -4.150 -5.896 3.774
C -3.725 -4.855 4.592
C -2.948 -3.872 4.023
H -2.766 -4.944 0.812
H -4.169 -6.746 1.809
H -4.764 -6.683 4.190
H -4.001 -4.812 5.636
```

Here are the Löwdin charges for atoms 1 to 4, given in e: Re 1.26; C -0.05; O -0.05; C -0.26



Computed, not measured: a molecular structure, C43H55BrClN5O5Pb, with ωB97M-V/def2-TZVPD.

frontier orbital gap: 5.8 eV
E_LUMO: 3.98 eV
total charge: -2

The geometry in XYZ format:
```
111
C43H55BrClN5O5Pb, DFT ωB97M-V/def2-TZVPD
Pb -0.109 -0.175 0.121
C 4.957 2.395 0.021
C 3.602 2.765 0.552
C 3.335 3.965 1.192
C 2.041 4.257 1.593
C 1.054 3.323 1.314
Br -0.725 3.773 1.773
N 1.286 2.167 0.729
C 2.536 1.891 0.377
H 5.720 3.109 0.331
H 4.935 2.375 -1.071
H 5.236 1.397 0.359
H 4.126 4.682 1.381
H 1.795 5.177 2.102
H 2.708 0.920 -0.076
C -1.325 -3.135 -0.826
N -1.980 -1.896 -0.380
C -2.795 -1.389 -1.484
C -2.809 -2.127 0.812
C -2.514 -1.248 2.013
C -3.265 -1.497 3.162
C -3.056 -0.772 4.322
C -2.066 0.202 4.339
C -1.325 0.440 3.191
C -1.532 -0.250 1.994
H -2.076 -3.873 -1.150
H -0.740 -3.549 -0.013
H -0.655 -2.926 -1.662
H -3.587 -2.107 -1.750
H -2.155 -1.243 -2.349
H -3.242 -0.430 -1.224
H -2.681 -3.165 1.131
H -3.867 -2.002 0.549
H -4.025 -2.275 3.150
H -3.649 -0.966 5.209
H -1.876 0.765 5.246
H -0.541 1.189 3.238
Cl 3.700 -1.599 -1.169
C 2.687 -3.060 -1.049
C 2.020 -3.420 -2.434
O 2.349 -4.533 -2.882
O 1.232 -2.567 -2.892
H 1.928 -2.857 -0.293
H 3.334 -3.876 -0.737
C 4.146 -3.186 2.911
C 4.150 -2.033 3.915
C 2.752 -1.461 4.254
C 2.923 -0.338 5.287
C 1.600 0.268 5.747
C 1.921 -2.569 4.864
O 2.084 -2.979 6.005
N 1.006 -3.105 4.029
C 0.768 -2.735 2.666
O 0.064 -3.512 2.038
N 1.299 -1.596 2.209
C 2.174 -0.882 2.941
O 2.614 0.203 2.571
H 5.165 -3.414 2.594
H 3.574 -2.925 2.021
H 3.713 -4.091 3.342
H 4.737 -1.206 3.510
H 4.613 -2.361 4.850
H 3.530 0.442 4.826
H 3.455 -0.744 6.150
H 1.050 0.671 4.898
H 1.778 1.081 6.455
H 0.974 -0.479 6.237
H 0.444 -3.875 4.360
C -4.769 2.304 1.357
C -4.165 2.472 -0.016
C -4.841 3.178 -1.016
C -4.236 3.304 -2.259
C -4.941 4.043 -3.372
C -2.987 2.750 -2.507
C -2.260 2.009 -1.529
C -2.934 1.919 -0.278
N -1.060 1.391 -1.658
C -0.303 1.465 -2.908
C 1.031 0.702 -2.779
C 1.862 0.784 -4.067
C 1.082 0.151 -5.218
C -0.234 0.911 -5.389
C 0.043 2.386 -5.696
C 0.868 3.002 -4.563
C 2.183 2.239 -4.409
C 0.085 2.925 -3.250
C -1.036 0.787 -4.093
H -5.720 2.834 1.437
H -4.091 2.686 2.125
H -4.941 1.248 1.579
H -5.816 3.616 -0.821
H -5.917 4.405 -3.046
H -5.092 3.394 -4.238
H -4.353 4.902 -3.706
H -2.596 2.906 -3.501
H -2.451 1.366 0.515
H 0.850 -0.356 -2.580
H 1.615 1.120 -1.955
H 2.790 0.224 -3.913
H 0.883 -0.896 -4.972
H 1.669 0.179 -6.145
H -0.811 0.475 -6.214
H -0.904 2.929 -5.800
H 0.582 2.479 -6.647
H 1.076 4.054 -4.802
H 2.782 2.693 -3.612
H 2.767 2.292 -5.337
H -0.794 3.565 -3.307
H 0.703 3.307 -2.429
H -1.133 -0.273 -3.850
H -2.042 1.183 -4.223
```

Here are the Löwdin charges for atoms 1 to 4, given in e: Pb 1.40; C -0.04; C -0.25; C -0.03



Computed, not measured: a molecular structure, C43H55BrI2N6O4RuSSi, with ωB97M-V/def2-TZVPD.

2S+1: 6
frontier orbital gap (spin up / spin down): 7.6 / 6.1 eV
energy relative to the best compared isomer or geometry (same formula, charge and spin): 0.000 eV
E_LUMO (spin up / spin down): -2.35 / -3.92 eV
total charge: +1

The geometry in XYZ format:
```
114
C43H55BrI2N6O4RuSSi, DFT ωB97M-V/def2-TZVPD
Ru -1.560 -0.331 -0.118
I -6.897 0.534 5.027
C -5.101 0.327 3.988
C -4.228 1.403 3.899
C -3.040 1.269 3.195
I -1.787 2.891 2.850
C -2.712 0.054 2.592
O -1.592 -0.092 1.895
C -3.618 -1.012 2.656
C -3.244 -2.269 1.940
N -3.061 -2.092 0.473
C -2.701 -3.366 -0.165
C -1.598 -3.275 -1.187
C -1.404 -4.309 -2.088
C -0.325 -4.262 -2.957
C 0.526 -3.170 -2.907
C 0.255 -2.167 -1.997
N -0.777 -2.218 -1.148
C -4.803 -0.876 3.361
H -4.477 2.350 4.358
H -3.998 -3.040 2.129
H -2.286 -2.634 2.315
H -3.917 -1.734 0.059
H -3.572 -3.853 -0.609
H -2.343 -4.042 0.617
H -2.090 -5.146 -2.094
H -0.157 -5.062 -3.665
H 1.374 -3.074 -3.570
H 0.874 -1.279 -1.948
H -5.498 -1.705 3.416
N 0.485 7.008 2.032
C 0.231 6.004 1.137
C 0.816 4.740 1.302
C 0.536 3.725 0.412
C -0.330 3.952 -0.652
C -0.923 5.197 -0.827
C -0.640 6.215 0.059
S -0.711 2.628 -1.721
O 0.458 1.800 -1.894
O -1.392 3.114 -2.884
N -1.711 1.662 -0.835
C -3.005 1.999 -0.540
N -3.533 3.194 -0.768
C -4.805 3.343 -0.424
C -5.568 2.330 0.144
C -4.922 1.129 0.363
N -3.649 0.956 0.031
H 1.240 6.909 2.684
H 0.207 7.946 1.809
H 1.493 4.564 2.130
H 0.983 2.744 0.535
H -1.599 5.353 -1.655
H -1.094 7.188 -0.077
H -5.235 4.321 -0.608
H -6.602 2.475 0.413
H -5.423 0.295 0.842
C -4.571 -1.686 -3.788
C -3.228 -1.211 -3.307
O -3.068 -0.939 -2.124
C -2.108 -1.105 -4.262
C -2.066 -1.868 -5.430
C -0.965 -1.786 -6.265
C 0.077 -0.916 -5.962
C 0.026 -0.131 -4.818
C -1.060 -0.239 -3.967
H -5.325 -1.437 -3.045
H -4.545 -2.772 -3.911
H -4.833 -1.252 -4.751
H -2.880 -2.538 -5.681
H -0.924 -2.389 -7.163
H 0.924 -0.840 -6.633
H 0.815 0.571 -4.582
H -1.100 0.372 -3.079
C 5.801 -0.689 -0.050
C 4.297 -0.711 -0.376
C 4.001 -2.028 -1.112
C 3.996 0.427 -1.365
Si 3.280 -0.589 1.249
Br 1.160 -0.024 0.525
C 3.022 -2.244 2.172
C 4.383 -2.899 2.463
C 2.307 -2.016 3.512
C 2.148 -3.229 1.378
C 3.724 0.909 2.351
C 4.057 2.126 1.475
C 4.951 0.578 3.218
C 2.574 1.335 3.278
H 6.367 -0.835 -0.975
H 6.088 -1.490 0.635
H 6.124 0.258 0.379
H 4.555 -2.032 -2.056
H 2.942 -2.143 -1.349
H 4.316 -2.906 -0.551
H 4.530 0.225 -2.298
H 4.330 1.398 -1.004
H 2.936 0.515 -1.606
H 5.054 -2.240 3.018
H 4.896 -3.217 1.558
H 4.225 -3.792 3.076
H 2.915 -1.451 4.218
H 2.103 -2.988 3.971
H 1.351 -1.503 3.385
H 2.566 -3.500 0.410
H 1.145 -2.829 1.218
H 2.048 -4.151 1.960
H 4.984 2.000 0.918
H 4.185 3.000 2.120
H 3.261 2.358 0.763
H 5.813 0.253 2.632
H 4.735 -0.190 3.960
H 5.250 1.478 3.764
H 1.675 1.621 2.728
H 2.903 2.206 3.854
H 2.290 0.566 3.993
```

Here are the Löwdin charges for atoms 1 to 4, given in e: Ru 1.52; I 0.89; C -0.75; C -0.21